Formula: AgCl
Source: the Open Molecules 2025 dataset
Level of theory: wB97M-V/def2-TZVPD

```
2
Properties=species:S:1:pos:R:3:forces:R:3
Ag -0.193 -1.107 0.740 0.28 1.60 -1.07
Cl 0.193 1.107 -0.740 -0.28 -1.60 1.07
```
Positions in Å, forces in eV/Å.

Output
LUMO energy	-2.107	eV
charge	0
ΔE to the lowest compared entry with this formula, charge and spin	3.65	kcal per mole